Computed, not measured: the molecule C5H7N, with the ωB97M-V functional and the def2-TZVPD basis.

```
13
Properties=species:S:1:pos:R:3:forces:R:3
C -0.144 -0.473 -0.786 0.7 2.8 1.5
C 0.239 0.589 1.755 -0.6 -1.5 -2.4
C 0.319 1.354 0.474 -1.1 1.8 -1.5
C 1.268 0.249 0.656 0.8 0.0 1.2
C -1.129 -1.000 -1.666 -2.6 -1.8 -4.0
N 0.862 -0.839 -0.181 1.3 -0.5 0.4
H 0.670 0.921 2.630 0.7 1.0 1.8
H -0.453 -0.233 1.860 -0.5 0.3 0.2
H 0.514 2.544 0.391 -0.5 -3.1 0.2
H 2.264 0.419 1.083 0.0 -0.6 -1.0
H -1.739 -1.901 -1.368 0.7 1.0 0.5
H -0.826 -1.345 -2.736 0.9 0.3 1.9
H -1.845 -0.285 -2.111 0.1 0.3 1.2
```
Forces are in eV/Å.

Output
- HOMO (alpha / beta) (eV) = -8.04 / -7.86
- Kohn-Sham gap (alpha / beta) (eV) = 8.29 / 8.09

---

Computed, not measured: a structure of composition C5H7N, with the ωB97M-V functional and the def2-TZVPD basis.

```
13
Properties=species:S:1:pos:R:3:forces:R:3
C 0.430 -1.182 0.035 0.1 0.2 0.2
C 1.151 -0.015 -0.601 0.3 0.0 -0.4
C 0.587 1.186 -0.459 0.0 -0.5 -0.4
C -0.682 1.347 0.218 -0.5 -3.0 0.8
N -1.819 -0.047 0.082 1.1 2.3 -0.2
C -0.755 -0.581 0.744 0.6 1.2 0.3
H 1.068 -1.732 0.735 0.0 0.2 -0.1
H 0.150 -1.911 -0.750 -0.2 0.3 0.3
H 2.060 -0.167 -1.159 0.1 -0.1 -0.2
H 1.058 2.107 -0.819 -0.1 -0.3 0.0
H -0.586 2.126 1.029 -1.6 -1.4 -0.4
H -1.812 -0.380 -0.893 0.2 0.9 0.1
H -0.887 -0.756 1.808 0.0 0.2 0.0
```
Forces are in eV/Å.

Output
- HOMO (eV) = -7.61
- Kohn-Sham gap (eV) = 8.60

---

Computed, not measured: a structure of composition C5H7N, with the ωB97M-V functional and the def2-TZVPD basis.

```
13
Properties=species:S:1:pos:R:3:forces:R:3
C -0.059 0.734 2.096 0.3 0.2 0.4
C -1.091 0.584 -0.492 -0.2 0.5 0.0
C -0.147 -0.593 -0.350 0.6 -0.1 0.1
C -0.242 0.435 0.697 -1.6 -1.3 1.3
C 1.130 -0.670 -1.155 -0.2 0.0 0.0
N -1.017 0.010 2.410 0.9 0.5 -2.1
H 0.674 1.341 2.608 0.1 0.2 0.4
H -0.842 1.388 -1.174 0.1 0.0 -0.2
H -2.154 0.401 -0.416 0.0 -0.1 0.1
H -0.607 -1.557 -0.164 -0.1 0.1 0.1
H 1.897 -1.198 -0.590 0.1 0.0 0.0
H 1.498 0.328 -1.383 0.1 0.1 -0.1
H 0.959 -1.203 -2.088 0.0 0.0 -0.1
```
Forces are in eV/Å.

Output
- HOMO (eV) = -8.89
- Kohn-Sham gap (eV) = 9.59

---

Maximum force / eV/Å: 5.10; 3.16; 2.43
Energy / eV: -6782.5132; -6784.1904; -6784.3767